C5H6N2 | wB97M-V/def2-TZVPD

Output
Energy above the lowest of the compared OMol25 structures with the same formula, charge and spin ... 62.9 kcal/mol
SMILES string ... C=CC1=NN=CC1
E ... -8259.6318 eV

Geometry as ORCA input:
```
! wB97M-V def2-TZVPD RIJCOSX def2/J DEFGRID3
* xyz 0 1
H -0.84 1.52 0.84
H 1.83 1.13 -0.61
C -2.19 -0.12 0.09
H 3.31 -0.44 0.09
C -1.02 0.86 0.00
N -1.81 -1.36 -0.11
H -1.18 1.63 -0.77
N -0.38 -1.37 -0.29
H 1.83 -1.47 0.78
H -3.26 0.25 0.29
C 0.04 -0.18 -0.24
C 2.28 -0.70 0.17
C 1.39 0.23 -0.26
*
```

---

C10H16NS | wB97M-V/def2-TZVPD

Output
Energy above the lowest of the compared OMol25 structures with the same formula, charge and spin ... 80.2 kcal/mol
E ... -22943.7434 eV

Geometry as ORCA input:
```
! wB97M-V def2-TZVPD RIJCOSX def2/J DEFGRID3
* xyz 1 1
H 1.59 2.27 0.26
H 0.09 -3.33 0.13
C -3.02 -0.07 -2.65
C 0.19 -0.07 0.01
H -3.75 0.74 -2.24
C 2.12 0.14 1.65
H -2.64 0.33 -3.51
H -1.05 -2.63 1.37
H 1.51 2.26 -1.56
H 2.41 1.03 1.15
H 0.73 1.22 2.67
H 0.86 -2.24 1.17
C -1.15 1.06 -1.47
C -0.49 -1.23 0.01
C 0.06 1.11 -0.69
H -3.50 -0.99 -2.76
H -2.23 -2.09 -0.99
C 0.96 2.27 -0.68
S 3.36 -1.06 1.97
C -0.14 -2.43 0.80
C -1.96 -0.08 -1.64
H 0.95 -0.34 3.29
H 4.09 -1.27 0.93
C -1.56 -1.19 -0.95
H 0.43 3.27 -0.65
H 2.12 0.89 3.54
H -1.34 1.92 -2.07
N 1.38 0.51 2.91
*
```

---

C5H9IN2 | wB97M-V/def2-TZVPD

Output
Energy above the lowest of the compared OMol25 structures with the same formula, charge and spin ... 0.1 kcal/mol
E ... -16390.8557 eV

Geometry as ORCA input:
```
! wB97M-V def2-TZVPD RIJCOSX def2/J DEFGRID3
* xyz 2 1
H -1.25 0.75 1.07
H -0.05 2.89 0.05
H -1.63 1.02 -0.47
C -1.70 -1.08 -0.07
C 1.47 -0.12 -0.05
H -0.59 -2.90 -0.42
H -2.22 -1.31 -1.01
H 1.36 2.42 0.97
C -1.01 0.36 0.14
H -2.34 -1.24 0.83
I 3.49 0.06 -0.26
H 1.40 -2.48 0.08
N -0.39 -1.87 -0.14
C 0.88 -1.53 -0.16
C 0.75 2.10 0.12
H 1.43 2.24 -0.74
N 0.42 0.68 0.07
*
```

---

C7H17ClN4O3PSi | wB97M-V/def2-TZVPD

Output
SMILES string ... C[Si](C)(C)OCCc1nc(NP(O)O)[nH][n+]1Cl
E ... -49321.4357 eV

Geometry as ORCA input:
```
! wB97M-V def2-TZVPD RIJCOSX def2/J DEFGRID3
* xyz 1 1
P -5.06 -0.36 -0.55
H -3.75 1.07 1.59
H 1.02 2.09 -0.46
C 1.62 -1.83 0.01
O -5.47 -1.55 -1.61
H 1.76 1.66 2.37
H -2.97 -0.38 -1.80
H 5.24 -0.28 -0.08
H 1.80 1.01 -2.21
H 1.02 0.17 1.81
O 2.81 0.82 0.87
H 1.55 -2.05 1.09
C 1.56 1.07 1.46
Si 2.82 -0.41 -0.32
Cl -1.55 2.55 2.99
H 3.50 0.41 -2.56
C -0.79 1.53 0.61
N -2.85 1.12 1.12
N -3.35 -0.06 -0.91
H -5.73 -1.80 0.89
N -1.26 0.83 -0.42
H 4.60 -1.82 0.58
O -5.03 -1.12 0.94
C 2.53 0.19 -2.09
H 0.64 3.02 0.98
H 4.84 -1.63 -1.22
C 4.57 -1.14 -0.28
H 1.98 -2.71 -0.55
H 2.13 -0.67 -2.65
N -1.71 1.72 1.53
C 0.64 2.00 0.56
H -5.11 -2.41 -1.31
C -2.57 0.61 -0.07
H 0.59 -1.62 -0.32
*
```

---

C21H25BeN6O5S2 | wB97M-V/def2-TZVPD

Output
E ... -63428.8106 eV

Geometry as ORCA input:
```
! wB97M-V def2-TZVPD RIJCOSX def2/J DEFGRID3
* xyz -1 1
H -0.59 2.36 5.38
H 1.37 -2.87 -0.61
C -3.03 -0.78 1.19
H 0.43 4.58 1.92
H -4.57 -3.19 -1.43
Be -1.44 0.34 -0.86
H 1.71 -2.39 -3.23
C 0.56 -2.18 -0.41
C 2.23 -1.70 -3.91
H 1.91 -0.67 -3.69
H 4.33 -1.32 -4.54
C 2.20 0.94 0.46
C -3.41 -1.45 -1.11
C 1.01 -0.80 -0.17
C -1.43 3.47 1.79
C -0.32 3.99 2.48
H -3.43 2.13 -0.28
C -2.69 -0.66 -0.21
C 3.74 -1.83 -3.72
H -0.03 -2.51 0.47
O 4.36 1.40 1.23
C -0.12 3.69 3.81
O 5.96 -1.43 -2.38
H -4.21 2.91 1.09
H 1.98 -1.92 -4.94
C -1.84 2.04 3.70
O 2.95 3.02 0.79
C 0.92 1.35 0.22
O -3.68 0.66 -3.57
N 3.25 1.79 0.85
H -2.50 1.24 4.13
H -3.47 -1.24 -2.20
H 0.66 2.38 0.17
C 4.01 -2.10 -0.75
H -1.54 3.63 0.72
C -3.89 -3.00 0.69
N -1.58 1.28 -2.19
C -3.31 -2.12 1.61
H 4.93 -2.60 -0.40
N -2.87 1.45 1.60
H 0.64 4.25 4.36
H 3.34 -2.91 -1.07
O 3.99 0.15 -2.07
N 0.23 0.31 -0.30
C -0.87 2.69 4.37
H -3.12 -2.37 2.63
H 4.20 -0.62 0.90
C 3.45 -1.29 0.48
H 4.00 -2.95 -3.79
H 3.25 -2.02 1.30
C -4.05 -2.61 -0.67
N 2.23 -0.47 0.30
H -4.73 1.25 0.65
C -2.09 2.38 2.38
C -3.92 1.98 0.69
N -3.01 0.20 2.11
H -0.10 -2.09 -1.31
S 4.52 -1.16 -2.25
S -2.39 1.41 -3.45
H -4.15 -4.01 1.01
*
```

---

C28H23BrF10N5O8S2 | wB97M-V/def2-TZVPD

Output
E ... -172119.2875 eV

Geometry as ORCA input:
```
! wB97M-V def2-TZVPD RIJCOSX def2/J DEFGRID3
* xyz -1 1
H -5.09 0.36 -5.44
F -1.10 4.31 -5.95
C -0.09 0.99 -0.41
F 1.13 2.03 -5.02
C -3.83 -2.04 -3.89
H -2.49 -0.28 -4.46
O -0.26 3.10 2.07
H -5.12 -0.68 -6.68
H 5.89 -3.63 7.11
O -2.48 -2.53 3.62
C 0.88 3.34 -4.65
C -0.47 -0.28 -1.12
H -4.81 2.50 5.88
H 1.13 3.48 -1.87
N -2.05 -1.39 3.52
H 1.10 -2.55 1.12
F 0.63 5.80 -5.30
O 3.86 -2.30 6.86
C 0.76 -1.58 0.68
C 6.31 -3.26 6.18
N 4.30 -1.88 5.80
F -0.72 4.52 -3.15
O -2.10 -4.83 -2.52
C 8.11 -3.26 4.58
N -4.63 -0.48 -5.81
N -0.28 -2.84 -1.16
C -5.00 -1.57 -4.86
C 7.42 -2.33 3.80
C -1.54 -1.35 -2.84
F 0.48 3.06 -7.08
S 1.03 2.57 1.62
H -2.76 3.04 4.59
H -4.28 -1.65 5.02
H 8.09 -4.44 6.38
C -3.09 2.01 4.68
S 0.51 4.41 -6.14
C -4.24 1.71 5.41
F 2.13 4.51 -6.48
H 1.09 1.77 -2.48
O -1.05 -1.07 2.91
C 6.18 -1.87 4.20
C -1.42 -3.97 -3.09
C -2.80 -0.32 4.19
C 5.63 -2.35 5.39
F 1.53 3.64 0.45
O 3.72 -1.10 5.06
H -4.19 -1.98 -2.82
C -3.94 -0.63 4.92
H -3.68 -3.15 -4.08
H -5.55 0.16 6.10
H -0.66 3.17 -0.35
H -5.31 -2.46 -5.48
C -0.58 2.33 -1.09
C -4.66 0.39 5.53
F 2.08 3.79 -4.12
F 0.24 5.29 -7.49
C 1.10 -0.36 1.38
F -1.26 2.38 -3.86
H 9.08 -3.62 4.26
H -1.48 1.24 3.51
C 0.69 0.97 0.85
H 7.86 -1.98 2.88
N -1.25 -0.17 -2.27
C -1.03 -2.66 -2.28
H 5.65 -1.16 3.59
O 2.06 2.56 2.62
C -2.37 0.99 4.07
C -0.04 -1.59 -0.60
C 7.56 -3.72 5.77
H -5.91 -1.30 -4.25
C 0.45 2.66 -2.24
H -1.63 2.13 -1.45
C -0.24 3.27 -3.54
O -0.96 -4.09 -4.31
C -2.44 -1.34 -4.13
H -1.85 -1.94 -4.90
Br 2.08 -0.52 3.05
*
```

---

C3H3NOS | wB97M-V/def2-TZVPD

Output
Energy above the lowest of the compared OMol25 structures with the same formula, charge and spin ... 6.7 kcal/mol
SMILES string ... O=C1CC=NS1
E ... -17531.6484 eV

Geometry as ORCA input:
```
! wB97M-V def2-TZVPD RIJCOSX def2/J DEFGRID3
* xyz 0 1
C 1.34 0.92 -0.01
H -0.31 2.08 0.92
H 2.13 1.65 0.02
O -2.14 0.11 0.00
C -0.05 1.43 -0.01
H -0.30 2.02 -0.87
N 1.62 -0.29 0.00
S 0.14 -1.24 0.00
C -0.95 0.20 0.01
*
```

---

C4H10 | wB97M-V/def2-TZVPD

Output
Energy above the lowest of the compared OMol25 structures with the same formula, charge and spin ... 31.6 kcal/mol
SMILES string ... C=C.CC
E ... -4308.9896 eV

Geometry as ORCA input:
```
! wB97M-V def2-TZVPD RIJCOSX def2/J DEFGRID3
* xyz 0 1
H -2.87 -1.52 0.54
H -1.48 -1.11 1.49
H 2.27 2.13 -0.29
H 1.64 1.00 1.02
C -1.85 0.27 -0.15
C 2.70 0.08 -0.50
H -1.20 -1.76 -0.12
H 2.49 -0.96 -0.27
H 3.39 0.09 -1.35
H -0.82 0.62 -0.24
H -2.22 0.19 -1.17
C -1.86 -1.13 0.47
C 2.19 1.13 0.10
H -2.38 0.98 0.47
*
```

---

C3H4O3 | wB97M-V/def2-TZVPD

Output
Energy above the lowest of the compared OMol25 structures with the same formula, charge and spin ... 63.0 kcal/mol
SMILES string ... O=CC(O)C=O
E ... -9315.9673 eV

Geometry as ORCA input:
```
! wB97M-V def2-TZVPD RIJCOSX def2/J DEFGRID3
* xyz 0 1
H -0.04 -1.68 -1.28
O 0.00 -0.77 -1.63
C -1.02 0.99 0.24
H -0.04 -1.28 1.05
O -0.75 0.98 1.42
C 0.12 0.17 -0.58
C 0.69 -0.54 0.63
O 1.81 -0.41 1.04
H 0.82 0.92 -0.96
H -1.88 1.66 0.00
*
```

---

C4H11NO | wB97M-V/def2-TZVPD

Output
Energy above the lowest of the compared OMol25 structures with the same formula, charge and spin ... 33.8 kcal/mol
SMILES string ... CN[C@@H](C)CO
E ... -7863.0875 eV

Geometry as ORCA input:
```
! wB97M-V def2-TZVPD RIJCOSX def2/J DEFGRID3
* xyz 0 1
C -1.05 0.11 1.96
H -0.14 0.11 2.58
H -2.16 0.33 -1.04
H -0.96 1.65 -1.03
C 1.15 0.25 -0.06
H 2.50 -0.76 -0.94
H -1.96 -0.10 2.51
O 2.06 0.07 -1.15
H 1.02 1.33 0.02
C -1.12 0.59 -1.21
H -0.67 -1.71 1.10
H -0.14 -1.29 -0.92
H -0.81 0.45 -2.24
H 1.48 -0.08 0.92
N -0.96 -0.78 0.83
C -0.23 -0.35 -0.37
H -1.11 1.15 1.61
*
```

---

C29H67NO18S7 | wB97M-V/def2-TZVPD

Output
SMILES string ... CCOCCC(=O)OCCCCSC(=S)N(CC)CC.CCOS(C)(=O)=O.CCOS(C)(=O)=O.CCOS(C)(=O)=O.CCOS(C)(=O)=O.CCOS(C)(=O)=O
E ... -145348.9530 eV

Geometry as ORCA input:
```
! wB97M-V def2-TZVPD RIJCOSX def2/J DEFGRID3
* xyz 0 1
H -6.62 -4.21 0.43
O -7.04 1.40 -2.71
C -0.32 -0.27 -1.97
O 3.80 0.63 2.10
C 11.21 1.62 -0.58
H -6.67 -2.05 -0.87
H 8.57 4.15 1.17
S -1.60 6.11 -4.30
O -1.93 5.17 -5.33
H 6.22 1.13 2.87
H -8.11 -2.60 -1.70
N -2.70 -2.29 2.66
H -3.95 1.22 -5.51
H -5.59 1.11 -0.30
H -3.98 0.93 -1.06
C 2.75 -0.01 -4.36
O 9.95 2.20 -0.18
H -7.01 1.12 -5.32
C -3.02 -1.17 1.77
H -3.71 6.48 -2.55
H -5.14 4.40 -2.73
C -9.15 -0.75 2.24
C 3.50 -1.83 0.96
H -3.20 -3.30 4.40
S 0.95 -1.11 -2.86
O 1.97 -1.54 -1.95
H -4.89 -0.20 -5.03
H 3.60 -0.83 -6.14
C 6.01 0.06 2.82
O 8.96 0.68 1.49
H 0.61 -5.22 2.27
H 11.98 1.92 0.14
C -6.08 1.47 -5.75
H 2.40 -1.88 -5.38
O -2.15 7.43 -4.35
H -3.68 3.46 -3.10
H 0.95 -3.83 3.29
S -7.78 -1.64 1.59
O -7.54 -2.79 2.41
H 6.84 -0.41 2.30
C 4.73 -0.14 2.06
H -6.05 1.17 -6.80
O 0.36 -2.05 -3.75
C 2.98 -2.74 2.07
O -8.45 -2.08 0.23
S 9.49 2.00 1.33
O 5.01 -1.52 4.34
H 3.43 -3.61 5.18
H -1.31 0.14 2.26
H 3.49 -0.41 -3.66
H 5.60 -2.70 5.93
C 11.15 0.12 -0.74
H 7.47 2.88 0.54
S -0.50 -1.94 4.21
H 1.87 -0.46 -6.28
H 10.98 -0.38 0.21
C -4.95 1.39 -1.15
C 0.15 6.19 -4.12
H -0.85 -1.03 -1.40
H 3.14 -2.83 6.76
H -2.87 0.72 2.89
C 3.44 -2.66 5.73
H 0.39 6.89 -3.33
H -6.65 -4.52 -1.31
H 2.72 -4.79 1.36
H -4.09 -1.05 1.67
C 5.94 -0.46 4.26
H 10.35 -0.16 -1.42
H 11.44 2.11 -1.53
H -4.24 4.69 -4.22
C -1.34 -2.46 2.92
H 3.84 -3.16 2.59
H -2.68 -1.45 0.76
O -4.76 1.36 -3.67
H -9.35 0.11 1.61
C -7.22 -4.12 -0.48
C 2.14 -3.87 1.46
H -6.07 2.56 -5.70
H -8.87 -0.44 3.24
O -1.92 5.48 -2.88
H 0.14 0.45 -1.30
O 4.77 -1.23 1.27
H -0.99 0.21 -2.68
H -4.59 -1.55 5.47
C 8.17 3.16 1.32
C 0.85 -4.15 2.26
H -3.24 5.26 -1.38
C -4.88 0.89 -5.03
H 5.65 0.35 4.94
H 3.05 1.01 -4.60
S -0.56 -3.28 1.54
H 2.76 -1.06 0.72
C -2.39 0.19 2.07
H -8.13 -4.71 -0.34
C -3.30 5.48 -2.44
H 7.69 3.08 2.30
H -2.94 -0.96 5.27
H 12.10 -0.24 -1.15
H -2.53 0.82 1.18
O -6.71 -0.73 1.30
H -4.25 -0.42 4.18
C -3.83 -1.26 4.73
C 2.65 -0.85 -5.62
H 1.84 -3.59 0.45
H 2.39 -2.17 2.79
H 3.67 -2.42 0.06
S -5.75 0.77 -2.58
H -10.01 -1.42 2.28
H 6.94 -0.78 4.57
H 0.52 5.20 -3.91
H 2.70 -1.98 5.28
C -4.14 4.44 -3.16
O 10.54 2.47 2.19
H -4.88 2.47 -1.23
C -3.60 -2.47 3.82
O -5.64 -0.66 -2.59
H 0.54 6.54 -5.08
C 4.80 -1.99 5.66
O 1.49 0.14 -3.67
H -4.57 -2.78 3.44
H 4.82 -1.14 6.35
C -7.56 -2.67 -0.77
*
```

---

C5H14O2 | wB97M-V/def2-TZVPD

Output
Energy above the lowest of the compared OMol25 structures with the same formula, charge and spin ... 9.9 kcal/mol
E ... -9497.7877 eV

Geometry as ORCA input:
```
! wB97M-V def2-TZVPD RIJCOSX def2/J DEFGRID3
* xyz 1 2
H -0.46 2.34 0.26
H -1.84 -2.65 -4.41
H -2.71 -0.46 1.50
C -1.04 0.34 0.48
H -2.92 1.21 1.01
H -1.49 1.69 -1.08
H -0.38 -1.21 1.85
C -2.50 0.25 0.71
H -3.00 -0.13 -0.18
H 3.83 0.58 1.83
O -1.22 -2.45 -3.70
C -0.11 -0.55 1.03
O 4.48 0.95 1.21
H 1.88 0.17 1.14
C -0.68 1.48 -0.39
H 1.42 -0.58 -0.42
C 1.29 -0.61 0.66
H 1.71 -1.52 1.09
H 0.19 1.35 -1.04
H -1.49 -1.57 -3.39
H 5.05 1.39 1.85
*
```